No. 1
Computed, not measured: a 2-piece molecular cluster, CH6NO overall, with ωB97M-V with the def2-TZVPD basis set.

Bonds (Å) are listed after each position.
Cartesian coordinates (Å):
1 C -0.59944 -1.39771 -0.49847  N2 1.321, H3 1.050, H4 1.095
2 N -0.40917 -0.62091 0.55305  C1 1.321, H5 1.071, H6 0.965
3 H -0.45650 -1.05036 -1.47939  C1 1.050
4 H -0.94621 -2.42841 -0.37382  C1 1.095
5 H -0.57705 -0.99213 1.54389  N2 1.071
6 H -0.15665 0.31063 0.53319  N2 0.965
7 H 1.76294 1.71881 0.10991  O9 0.994
8 H 0.44510 2.41868 -0.42827  O9 0.956
9 O 0.79865 1.59443 -0.09826  H7 0.994, H8 0.956

Computed properties:
- HOMO-LUMO gap: 11.03 eV
- Spin multiplicity: 1
- Total charge: +1
- Energy above the lowest of the compared OMol25 structures with the same formula, charge and spin: 10.2 kcal per mole
- HOMO: -0.6142 hartree
- Lowest unoccupied orbital energy: -5.684 eV

Just the natural (NBO) charges please, in e? Sure, here they are: 0.17 -0.57 0.23 0.24 0.44 0.45 0.52 0.51 -0.99

---

No. 2
Computed, not measured: a 2-piece molecular cluster, CH6NO overall, with ωB97M-V with the def2-TZVPD basis set.

Bonds (Å) are listed after each position.
Cartesian coordinates (Å):
1 N 0.62230 -1.48556 -0.26904  H2 1.022, H3 0.972, H4 1.008, H5 1.035
2 H 0.47447 -1.83277 -1.21855  N1 1.022
3 H 1.08244 -2.28505 0.03826  N1 0.972
4 H 1.08898 -0.59799 -0.37009  N1 1.008
5 H -0.22382 -1.47341 0.32739  N1 1.035
6 O -0.24970 0.87909 0.16918  C7 1.232
7 C -0.78842 1.95580 0.43254  O6 1.232, H8 1.139, H9 1.100
8 H -0.16897 2.86126 0.12755  C7 1.139
9 H -1.83729 1.97864 0.76277  C7 1.100

Computed properties:
- HOMO-LUMO gap: 10.84 eV
- Spin multiplicity: 1
- Total charge: +1
- Energy above the lowest of the compared OMol25 structures with the same formula, charge and spin: 16.3 kcal per mole
- HOMO: -0.5435 hartree
- Lowest unoccupied orbital energy: -3.947 eV

Just the natural (NBO) charges please, in e? Sure, here they are: -0.85 0.45 0.44 0.48 0.47 -0.63 0.32 0.16 0.16

---

No. 3
Computed, not measured: a 2-piece molecular cluster, CH6NO2 overall, with ωB97M-V with the def2-TZVPD basis set.

Bonds (Å) are listed after each position.
Cartesian coordinates (Å):
1 N -1.21704 1.59723 0.28038  H2 1.036, H3 1.036, H4 1.029, H5 1.019
2 H -2.21176 1.88507 0.30241  N1 1.036
3 H -1.11881 0.56940 0.36279  N1 1.036
4 H -0.83038 2.06251 1.11313  N1 1.029
5 H -0.85539 2.03462 -0.56575  N1 1.019
6 O -0.06381 -0.95636 -0.54425  C7 1.201
7 C 0.97168 -1.38589 -0.11424  O6 1.201, O8 1.342, H9 1.096
8 O 1.52374 -2.54059 -0.51667  C7 1.342, H10 0.972
9 H 1.48038 -0.89948 0.72585  C7 1.096
10 H 2.32139 -2.36651 -1.04364  O8 0.972

Computed properties:
- HOMO-LUMO gap: 11.14 eV
- Spin multiplicity: 1
- Total charge: +1
- Energy above the lowest of the compared OMol25 structures with the same formula, charge and spin: 18.1 kcal per mole
- HOMO: -0.5625 hartree
- Lowest unoccupied orbital energy: -4.167 eV

Just the natural (NBO) charges please, in e? Sure, here they are: -0.87 0.45 0.49 0.45 0.46 -0.60 0.68 -0.69 0.11 0.52